DFT (the ωB97M-V functional and the def2-TZVPD basis) results for a molecular structure, C45H57N4O6S2SiTi.

relative energy (zero: lowest compared OMol25 entry of this formula, charge and spin)	48.2	kJ/mol
HOMO energy	-3.3	eV
charge	-1
multiplicity	1
maximum force	0.61	eV Å⁻¹
energy	-4355.19756	a.u.
LUMO energy	1.97	eV

Last column: Mulliken charge in e.
Geometry (Å):
Ti (-0.62020, -0.44444, 0.47690)  -1.436
C (-2.68114, 2.22073, -2.88101)  -0.567
O (-1.38217, 1.79801, -3.36960)  -0.551
C (-0.77867, 1.25314, -2.28817)  0.234
N (-1.33808, 1.31758, -1.16464)  0.686
C (-2.62444, 1.99373, -1.34710)  0.226
C (-2.74016, 3.27715, -0.56010)  0.385
C (-1.61984, 4.03053, -0.23549)  -0.049
C (-1.76495, 5.24828, 0.41539)  -0.638
C (-3.02573, 5.72120, 0.74803)  -0.496
C (-4.14711, 4.96161, 0.44087)  -0.731
C (-4.00144, 3.74373, -0.20451)  -0.273
C (0.49077, 0.55164, -2.47165)  -0.177
C (1.15724, 0.57298, -3.68876)  -1.006
C (2.34745, -0.12025, -3.80215)  -0.699
C (2.83233, -0.78605, -2.69183)  -1.130
C (2.09481, -0.74170, -1.51697)  0.237
N (0.92637, -0.10955, -1.39601)  0.922
C (2.58961, -1.37508, -0.28982)  -0.302
N (2.02955, -1.21961, 0.82332)  0.422
C (2.78105, -2.03497, 1.78902)  1.039
C (4.03603, -2.44671, 0.99735)  -0.583
O (3.70635, -2.13927, -0.37866)  -0.478
C (3.04418, -1.35014, 3.10880)  0.492
C (4.22597, -1.57064, 3.80725)  -0.551
C (4.42852, -1.00109, 5.05986)  -0.913
C (3.44615, -0.20001, 5.61954)  -0.707
C (2.26150, 0.01898, 4.92625)  -0.734
C (2.05486, -0.55826, 3.68491)  0.577
H (-3.43044, 1.59672, -3.36683)  0.314
H (-2.81836, 3.26564, -3.15231)  0.376
H (-3.40396, 1.30294, -1.02136)  -0.048
H (-0.63119, 3.63688, -0.43768)  0.163
H (-0.88307, 5.81793, 0.68121)  0.402
H (-3.13404, 6.66752, 1.26410)  0.371
H (-5.13377, 5.30947, 0.72164)  0.361
H (-4.87219, 3.13294, -0.41663)  0.415
H (0.72702, 1.12188, -4.51353)  0.581
H (2.89074, -0.13630, -4.73772)  0.448
H (3.76311, -1.33359, -2.70512)  0.548
H (2.15515, -2.90511, 1.99709)  -0.821
H (4.26883, -3.50790, 1.05953)  0.296
H (4.91260, -1.85392, 1.26394)  0.401
H (5.00323, -2.20148, 3.38949)  0.339
H (5.35375, -1.18588, 5.59216)  0.362
H (3.60033, 0.25063, 6.59260)  0.374
H (1.48552, 0.64377, 5.35163)  0.485
H (1.13179, -0.39162, 3.14965)  -0.159
C (0.00682, 3.49107, 3.33295)  -1.874
C (-0.51151, 2.33236, 2.51409)  1.129
S (0.63276, 1.58403, 1.40940)  -0.621
C (-1.78079, 1.91689, 2.63565)  0.898
C (-2.74916, 2.58911, 3.57682)  -2.224
S (-2.45879, 0.60975, 1.66594)  -0.052
H (1.04591, 3.70021, 3.08284)  0.442
H (-0.04305, 3.28087, 4.40682)  0.318
H (-0.57959, 4.39953, 3.15831)  0.279
H (-2.29142, 2.79536, 4.54877)  0.401
H (-3.62405, 1.95982, 3.74312)  0.420
H (-3.10034, 3.54453, 3.17157)  0.217
C (-1.31347, -6.40490, 0.37477)  -2.143
C (-1.25174, -4.88288, 0.41109)  2.198
C (-0.44018, -4.35002, -0.76813)  -1.139
C (-2.65044, -4.28821, 0.42261)  -1.299
O (-0.56120, -4.54040, 1.60913)  -0.072
Si (-0.63119, -3.21230, 2.57437)  -4.459
O (-0.41374, -1.84496, 1.78043)  4.678
O (-2.03494, -3.32144, 3.41633)  0.886
C (-2.57774, -2.48700, 4.44592)  2.564
C (-3.93689, -2.00461, 3.95377)  -1.510
C (-1.66123, -1.30645, 4.75596)  -1.074
C (-2.74688, -3.35723, 5.68760)  -1.976
O (0.63217, -3.43964, 3.60331)  0.735
C (1.09963, -4.57204, 4.32948)  1.779
C (2.25556, -5.19987, 3.55056)  -1.410
C (0.00887, -5.61987, 4.54578)  -1.288
C (1.59912, -4.03259, 5.66539)  -1.352
H (-1.85536, -6.74740, -0.50931)  0.392
H (-1.82465, -6.77637, 1.26488)  0.401
H (-0.30479, -6.82420, 0.35159)  0.371
H (-0.85425, -4.70403, -1.71560)  0.460
H (0.59130, -4.70747, -0.68419)  0.320
H (-0.44316, -3.25684, -0.76497)  -0.397
H (-3.17044, -4.50399, -0.51396)  0.458
H (-2.59639, -3.20662, 0.52909)  -0.264
H (-3.22686, -4.68900, 1.25814)  0.325
H (-3.80522, -1.32318, 3.11486)  0.096
H (-4.47003, -1.47581, 4.74860)  0.436
H (-4.53504, -2.86188, 3.63783)  0.331
H (-1.51173, -0.69496, 3.86540)  -0.341
H (-0.69238, -1.65581, 5.12238)  -0.160
H (-2.11699, -0.67830, 5.52619)  0.645
H (-3.31038, -4.25934, 5.44117)  0.364
H (-3.28462, -2.80885, 6.46424)  0.451
H (-1.77411, -3.64920, 6.08991)  0.298
H (1.91347, -5.47480, 2.55047)  0.055
H (2.61384, -6.10070, 4.05493)  0.532
H (3.08625, -4.49616, 3.47324)  0.207
H (-0.25076, -6.10515, 3.60597)  0.066
H (-0.89405, -5.16141, 4.95091)  0.042
H (0.36349, -6.37616, 5.25067)  0.562
H (2.33197, -3.24206, 5.49147)  0.081
H (2.06189, -4.82519, 6.25850)  0.415
H (0.76783, -3.61096, 6.23444)  0.228
N (-1.71880, -1.24403, -0.62536)  0.112
C (-2.82465, -1.61002, -1.31029)  0.595
C (-4.12717, -1.35055, -0.82468)  0.120
C (-5.24290, -1.72183, -1.55089)  -0.921
C (-5.12530, -2.36302, -2.78227)  -0.661
C (-3.85310, -2.62238, -3.27660)  -0.959
C (-2.72371, -2.25123, -2.56436)  -0.531
H (-4.22838, -0.85728, 0.13390)  0.426
H (-6.22646, -1.51214, -1.14453)  0.418
H (-6.00587, -2.65432, -3.34087)  0.376
H (-3.73675, -3.12119, -4.23294)  0.377
H (-1.73321, -2.46208, -2.95291)  0.413

Force components x, y, z for each atom (eV/Å):
-0.4 0.0 0.3
0.0 0.0 0.0
0.0 0.0 0.0
-0.1 0.0 0.0
0.0 0.2 0.0
0.0 0.0 0.0
0.0 0.0 0.0
0.0 0.0 0.1
0.0 0.0 0.0
0.0 0.0 0.0
0.0 0.0 0.0
0.0 0.0 0.0
0.0 0.0 0.0
0.0 0.0 0.0
0.0 0.0 0.0
0.0 0.0 0.0
0.0 0.0 0.0
0.1 0.0 -0.2
0.0 0.0 0.0
0.1 0.0 0.0
0.0 0.0 0.0
0.0 0.0 0.0
0.0 0.0 0.0
0.0 0.0 0.0
0.0 0.0 0.0
0.0 0.0 0.0
0.0 0.0 0.0
0.0 0.0 0.0
0.0 -0.1 0.0
0.0 0.0 0.0
0.0 0.0 0.0
0.0 0.0 0.0
0.0 0.0 0.0
0.0 0.0 0.0
0.0 0.0 0.0
0.0 0.0 0.0
0.0 0.0 0.0
0.0 0.0 0.0
0.0 0.0 0.0
0.0 0.0 0.0
0.0 0.0 0.0
0.0 0.0 0.0
0.0 0.0 0.0
0.0 0.0 0.0
0.0 0.0 0.0
0.0 0.0 0.0
0.0 0.0 0.0
0.0 0.0 0.0
0.0 0.0 0.0
0.0 0.0 0.0
0.0 0.0 0.0
0.0 0.0 0.0
0.0 0.0 0.0
0.1 -0.1 -0.1
0.0 0.0 0.0
0.0 0.0 0.0
0.0 0.0 0.0
0.0 0.0 0.0
0.0 0.0 0.0
0.0 0.0 0.0
0.0 0.0 0.0
0.0 0.1 -0.1
0.1 -0.1 0.0
-0.1 -0.1 0.0
0.1 -0.2 0.1
-0.1 0.0 -0.3
0.0 0.1 0.1
0.0 0.0 0.0
0.0 0.0 0.0
0.0 0.0 0.0
-0.1 0.0 0.0
0.0 0.0 0.0
0.1 0.1 0.1
0.0 0.0 0.0
-0.1 0.0 0.0
-0.1 0.0 0.1
0.0 0.0 0.0
0.0 0.0 0.0
0.0 0.0 0.0
0.0 0.0 0.0
0.0 0.0 0.0
0.0 0.0 0.0
0.0 -0.1 0.0
0.0 0.0 0.0
0.0 0.0 0.1
0.0 0.0 0.0
0.0 0.0 -0.1
0.0 0.0 0.0
0.0 0.0 0.0
0.0 0.0 0.0
0.0 0.0 0.0
0.0 0.0 0.0
0.0 0.0 0.0
0.0 0.0 0.0
0.0 0.0 0.0
0.0 0.0 0.0
0.0 0.0 0.0
0.0 0.0 0.0
0.0 0.0 0.0
0.1 -0.1 0.0
0.0 0.0 0.0
0.0 0.0 0.0
0.0 0.0 0.0
0.0 0.0 0.0
-0.1 -0.2 0.6
0.1 0.3 -0.4
0.1 0.0 0.0
0.0 0.0 0.0
0.0 0.0 0.0
0.1 0.0 0.0
0.0 0.0 0.0
0.0 0.0 0.0
0.0 0.0 0.0
0.0 0.0 0.0
0.0 0.0 0.0
0.0 0.0 0.0